one | H22O11 | ωB97M-V with the def2-TZVPD basis set

## Properties
- Total charge: 0
- SMILES: O.O.O.O.O.O.O.O.O.O.O
- Molar mass: 198.17 u
- HOMO energy: -11.381 eV
- Kohn-Sham gap: 0.4158 hartree

Each line ends with the Löwdin charge.
Element x y z (Å)
O: 0.43 0.08 -0.25  -0.05
H: 0.19 -0.52 -0.95  0.03
H: 0.66 -0.49 0.49  0.02
O: -1.96 3.83 2.39  -0.05
H: -2.63 3.63 3.05  0.03
H: -1.43 3.04 2.35  0.02
O: 1.04 -4.83 5.43  -0.05
H: 0.99 -4.29 4.64  0.03
H: 1.35 -4.23 6.11  0.03
O: -0.28 -3.68 -2.82  -0.05
H: 0.01 -4.41 -2.27  0.03
H: 0.09 -3.87 -3.68  0.03
O: -0.95 1.95 -6.04  -0.05
H: -0.01 1.90 -5.89  0.02
H: -1.24 2.70 -5.52  0.03
O: -1.84 5.06 -2.46  -0.06
H: -1.77 5.98 -2.71  0.03
H: -1.81 5.07 -1.50  0.03
O: 3.50 3.74 -2.23  -0.05
H: 3.23 3.92 -3.13  0.03
H: 2.85 3.13 -1.89  0.03
O: -1.65 -1.00 3.92  -0.06
H: -2.01 -1.46 4.68  0.03
H: -2.42 -0.61 3.50  0.03
O: -4.27 -3.10 -5.21  -0.05
H: -4.72 -3.94 -5.28  0.03
H: -3.36 -3.34 -5.03  0.02
O: 2.12 2.26 5.84  -0.05
H: 2.89 1.77 5.54  0.03
H: 1.38 1.81 5.43  0.02
O: 3.51 -3.52 1.16  -0.05
H: 3.82 -2.73 1.60  0.03
H: 4.29 -3.85 0.70  0.03

two | H22O11 | ωB97M-V with the def2-TZVPD basis set

## Properties
- Total charge: 0
- SMILES: O.O.O.O.O.O.O.O.O.O.O
- Molar mass: 198.17 u
- HOMO energy: -10.848 eV
- Kohn-Sham gap: 0.3973 hartree

Each line ends with the Löwdin charge.
Element x y z (Å)
O: -1.38 -2.75 -1.36  -0.04
H: -2.26 -2.96 -1.62  0.02
H: -1.04 -2.39 -2.16  -0.05
O: -2.46 -0.47 0.49  -0.06
H: -3.16 -0.08 1.08  0.12
H: -2.23 -1.30 0.94  0.07
O: -0.56 -1.25 -3.35  -0.02
H: -0.90 -0.45 -2.93  0.06
H: 0.05 -1.02 -4.02  0.04
O: 0.26 0.36 -0.22  -0.05
H: -0.61 -0.07 -0.29  0.05
H: 0.80 -0.39 0.01  0.02
O: -0.38 2.22 1.66  -0.08
H: 0.07 1.62 1.05  -0.03
H: -1.02 2.73 1.12  0.05
O: 3.05 2.37 0.53  -0.04
H: 2.70 2.10 -0.34  0.02
H: 2.61 3.15 0.76  0.02
O: 1.99 0.64 2.50  -0.02
H: 2.24 1.17 3.26  0.08
H: 2.24 1.23 1.86  -0.06
O: 1.51 2.35 -1.64  -0.02
H: 1.06 1.65 -1.23  -0.04
H: 1.57 2.05 -2.54  0.05
O: -0.13 -1.16 2.75  -0.04
H: 0.57 -0.59 2.46  -0.04
H: -0.72 -0.53 3.09  0.01
O: 2.09 -1.66 0.72  -0.02
H: 2.98 -1.28 0.86  0.07
H: 2.02 -2.35 1.33  0.02
O: -4.01 -0.97 -1.52  -0.08
H: -3.66 -1.25 -2.37  0.02
H: -3.31 -0.71 -0.89  -0.04

Energies relative to the minimum, hartree: one 0.0516; two 0.0000

one | H22O11 | ωB97M-V with the def2-TZVPD basis set

## Properties
- Total charge: 0
- SMILES: O.O.O.O.O.O.O.O.O.O.O
- Molar mass: 198.16 u
- HOMO energy: -10.748 eV
- Kohn-Sham gap: 0.3698 hartree

Each line ends with the Löwdin charge.
Element x y z (Å)
O: 0.02 -1.15 -0.05  -0.05
H: 0.40 -0.36 -0.44  0.03
H: -0.92 -1.08 -0.24  0.03
O: 1.95 4.24 -0.63  -0.06
H: 1.52 4.43 -1.47  0.04
H: 2.27 3.33 -0.73  0.03
O: -2.65 2.36 -0.65  -0.08
H: -3.50 1.93 -0.48  0.04
H: -2.03 1.87 -0.10  0.01
O: 1.47 -0.12 -3.85  -0.05
H: 1.71 0.69 -4.32  0.04
H: 2.28 -0.40 -3.43  0.01
O: -4.63 -3.09 0.44  -0.05
H: -4.90 -2.35 1.00  0.03
H: -3.79 -3.37 0.82  0.03
O: 3.67 -3.08 -2.59  -0.05
H: 3.30 -2.56 -1.87  0.02
H: 3.75 -2.44 -3.32  0.03
O: 1.35 0.98 3.50  -0.06
H: 1.26 1.70 2.86  0.03
H: 1.97 0.37 3.10  0.00
O: 0.60 -1.59 3.40  -0.05
H: 0.86 -2.26 4.04  0.05
H: -0.36 -1.56 3.48  0.05
O: 3.38 -1.41 1.62  -0.05
H: 3.45 -1.21 0.68  0.03
H: 2.48 -1.17 1.84  -0.01
O: -1.05 3.31 0.40  -0.07
H: -0.76 4.00 1.01  0.07
H: -0.81 2.49 0.85  0.04
O: -4.21 -0.61 -1.65  -0.06
H: -3.48 -0.17 -2.12  0.03
H: -3.93 -0.59 -0.72  0.01

two | H22O11 | ωB97M-V with the def2-TZVPD basis set

## Properties
- Total charge: 0
- SMILES: O.O.O.O.O.O.O.O.O.O.O
- Molar mass: 198.16 u
- HOMO energy: -9.438 eV
- Kohn-Sham gap: 0.3526 hartree

Each line ends with the Löwdin charge.
Element x y z (Å)
O: 0.31 -0.77 0.32  -0.09
H: 0.34 -1.62 -0.19  0.06
H: -0.18 -0.95 1.13  0.03
O: 1.22 0.63 -3.58  0.00
H: 1.53 -0.19 -3.77  0.00
H: 1.42 1.21 -4.34  0.07
O: -2.41 2.50 -0.32  -0.06
H: -2.58 2.81 -1.24  0.06
H: -1.78 3.13 -0.03  0.01
O: 3.19 0.79 -0.80  -0.08
H: 3.31 -0.15 -0.60  0.03
H: 2.62 0.84 -1.61  0.03
O: 1.09 2.79 0.86  -0.04
H: 2.02 2.90 1.01  0.03
H: 0.84 2.26 1.64  0.06
O: -0.90 -0.75 -1.57  -0.12
H: -1.53 -1.47 -1.52  0.01
H: -1.52 -0.04 -1.89  0.07
O: -0.49 1.53 -1.37  -0.11
H: 0.11 1.97 -1.95  0.02
H: -0.04 1.69 -0.49  0.05
O: -3.16 -3.88 -1.11  -0.09
H: -2.33 -3.81 -0.54  0.07
H: -3.81 -3.24 -0.78  0.03
O: -3.63 0.24 1.79  -0.10
H: -4.05 1.06 1.30  0.09
H: -2.73 0.30 1.48  -0.01
O: 3.08 -0.27 3.04  -0.07
H: 3.88 -0.84 2.96  0.06
H: 3.30 0.62 2.76  0.02
O: 0.63 -2.95 3.17  -0.08
H: 1.02 -3.08 2.33  -0.02
H: 1.25 -3.25 3.93  0.09

three | H22O11 | ωB97M-V with the def2-TZVPD basis set

## Properties
- Total charge: 0
- SMILES: O.O.O.O.O.O.O.O.O.O.O
- Molar mass: 198.17 u
- HOMO energy: -10.628 eV
- Kohn-Sham gap: 0.3716 hartree

Each line ends with the Löwdin charge.
Element x y z (Å)
O: -3.28 -0.77 1.08  -0.07
H: -2.35 -0.63 0.78  0.00
H: -3.35 -1.72 1.13  0.02
O: 1.21 -3.28 -2.05  -0.08
H: 0.67 -3.22 -1.27  -0.05
H: 1.60 -4.19 -2.12  0.07
O: -0.45 -0.27 0.32  -0.03
H: 0.15 -0.92 -0.04  0.04
H: -0.39 0.45 -0.29  0.00
O: -1.76 3.78 -0.62  -0.09
H: -1.33 3.77 0.29  0.04
H: -1.48 2.92 -0.96  -0.03
O: -0.36 -0.71 -3.21  -0.05
H: -0.13 0.17 -2.91  -0.03
H: -0.74 -0.56 -4.08  0.03
O: -0.26 -3.16 0.43  -0.04
H: -0.18 -4.09 0.64  0.06
H: -1.05 -3.13 -0.15  0.08
O: -0.69 2.83 2.03  -0.04
H: 0.00 2.67 1.42  -0.06
H: -0.41 3.68 2.40  0.06
O: 0.71 -0.92 2.73  -0.01
H: 0.24 -0.60 1.99  -0.03
H: 0.96 -0.17 3.22  0.03
O: 1.63 2.22 0.70  -0.01
H: 2.01 2.89 0.16  0.04
H: 2.18 2.20 1.48  0.06
O: -0.46 1.59 -1.81  -0.07
H: 0.30 2.21 -1.98  0.12
H: -1.09 1.88 -2.49  0.09
O: 2.82 -2.02 1.11  -0.03
H: 2.09 -1.58 1.47  -0.06
H: 3.20 -1.31 0.59  0.03

four | H22O11 | ωB97M-V with the def2-TZVPD basis set

## Properties
- Total charge: 0
- SMILES: O.O.O.O.O.O.O.O.O.O.O
- Molar mass: 198.17 u
- HOMO energy: -9.432 eV
- Kohn-Sham gap: 0.3259 hartree

Each line ends with the Löwdin charge.
Element x y z (Å)
O: 1.04 -2.27 -0.57  -0.04
H: 1.56 -2.96 -0.96  0.03
H: 0.93 -2.57 0.36  0.04
O: 1.72 -2.02 -3.37  -0.06
H: 1.52 -1.21 -2.90  -0.06
H: 1.56 -2.63 -2.65  -0.01
O: 0.80 2.94 -1.77  -0.04
H: 1.54 3.28 -2.27  0.04
H: 0.91 1.99 -1.89  -0.03
O: 1.65 2.08 1.76  -0.07
H: 1.34 2.89 1.35  0.02
H: 1.26 1.36 1.26  -0.05
O: -0.59 -2.47 2.03  -0.05
H: -1.18 -1.79 1.60  0.04
H: -1.23 -3.01 2.49  0.05
O: -1.36 1.59 2.54  -0.02
H: -2.03 1.56 1.90  -0.02
H: -0.74 0.90 2.32  -0.03
O: -2.61 -0.58 0.83  -0.04
H: -2.75 -0.31 -0.07  0.02
H: -2.92 -1.51 0.86  0.07
O: 0.88 -0.38 3.05  -0.04
H: 0.88 -0.97 3.80  0.04
H: 0.57 -0.93 2.34  -0.03
O: -2.07 1.63 -0.99  0.00
H: -1.54 2.38 -0.83  0.03
H: -1.89 1.37 -1.88  0.03
O: 0.97 0.19 -2.39  -0.05
H: 1.43 0.63 -3.12  0.11
H: 0.06 0.01 -2.73  0.12
O: 0.31 0.36 0.28  -0.02
H: -0.58 0.51 0.18  -0.03
H: 0.56 -0.07 -0.55  0.02

Energies relative to the minimum, hartree: one 0.0684; two 0.0766; three 0.0000; four 0.0101

one | H22O11 | ωB97M-V with the def2-TZVPD basis set

## Properties
- Total charge: 0
- SMILES: O.O.O.O.O.O.O.O.O.O.O
- Molar mass: 198.17 u
- HOMO energy: -10.752 eV
- Kohn-Sham gap: 0.3928 hartree

Each line ends with the Löwdin charge.
Element x y z (Å)
O: 24.40 0.60 -33.65  -0.07
H: 25.24 1.07 -33.58  -0.01
H: 24.15 0.68 -34.58  0.00
O: 29.69 4.19 -36.57  -0.04
H: 28.95 4.07 -37.18  0.06
H: 29.78 5.15 -36.49  0.06
O: 24.63 3.62 -38.71  -0.06
H: 24.29 3.89 -37.85  -0.02
H: 23.85 3.38 -39.22  0.04
O: 24.57 1.61 -36.42  -0.05
H: 24.27 1.18 -37.23  0.07
H: 23.98 2.37 -36.32  0.03
O: 26.17 6.25 -35.95  -0.07
H: 26.21 5.29 -35.83  0.00
H: 26.42 6.58 -35.09  0.02
O: 27.41 5.53 -33.44  -0.06
H: 27.85 6.33 -33.13  0.05
H: 28.12 4.87 -33.52  -0.01
O: 26.70 2.61 -33.12  -0.04
H: 25.95 2.74 -32.53  0.07
H: 27.48 2.66 -32.55  0.05
O: 23.93 4.61 -36.07  -0.06
H: 24.52 5.37 -36.20  0.03
H: 23.54 4.72 -35.20  0.07
O: 26.88 3.27 -35.84  -0.06
H: 27.12 2.94 -34.96  0.00
H: 26.19 2.65 -36.13  0.01
O: 29.58 3.53 -33.88  -0.07
H: 30.26 3.97 -33.36  0.07
H: 29.61 3.94 -34.77  0.03
O: 30.04 0.85 -34.59  -0.07
H: 30.54 0.44 -33.88  0.03
H: 29.65 1.65 -34.20  -0.01

two | H22O11 | ωB97M-V with the def2-TZVPD basis set

## Properties
- Total charge: 0
- SMILES: O.O.O.O.O.O.O.O.O.O.O
- Molar mass: 198.17 u
- HOMO energy: -10.534 eV
- Kohn-Sham gap: 0.3693 hartree

Each line ends with the Löwdin charge.
Element x y z (Å)
O: 0.87 -2.37 2.84  -0.06
H: 0.14 -1.81 2.54  0.00
H: 0.43 -3.22 3.01  0.04
O: 1.94 2.41 -0.19  -0.06
H: 2.69 2.95 -0.49  0.07
H: 1.83 2.65 0.74  0.07
O: -0.32 0.50 0.63  -0.05
H: 0.54 0.90 0.44  0.03
H: -0.80 0.50 -0.22  0.04
O: 4.21 0.22 0.00  -0.08
H: 3.32 -0.19 0.01  0.00
H: 4.25 0.68 -0.85  0.01
O: -2.85 0.71 -1.25  -0.04
H: -3.19 -0.17 -1.53  0.07
H: -3.12 1.32 -1.95  0.06
O: -1.68 0.95 3.27  -0.05
H: -1.20 0.72 4.08  0.05
H: -1.00 1.18 2.62  0.02
O: -0.45 -1.58 -2.87  -0.05
H: -0.89 -1.97 -3.63  0.05
H: -0.41 -0.63 -3.06  0.04
O: -1.74 -2.02 1.03  -0.08
H: -1.15 -1.24 1.02  -0.02
H: -2.63 -1.64 1.05  0.01
O: -3.88 -0.03 1.44  -0.07
H: -3.53 0.43 0.65  0.00
H: -3.52 0.46 2.20  0.02
O: 2.79 1.39 -2.58  -0.06
H: 2.24 1.29 -3.37  0.04
H: 2.17 1.32 -1.82  0.00
O: 1.83 -1.14 -0.92  -0.06
H: 0.89 -1.33 -1.06  0.02
H: 2.23 -1.23 -1.80  0.05

Energies relative to the minimum, hartree: one 0.0000; two 0.0140

one | H22O11 | ωB97M-V with the def2-TZVPD basis set

## Properties
- Total charge: 0
- SMILES: O.O.O.O.O.O.O.O.O.O.O
- Molar mass: 198.17 u
- HOMO energy: -11.110 eV
- Kohn-Sham gap: 0.4082 hartree

Each line ends with the Löwdin charge.
Element x y z (Å)
O: 21.00 21.07 -13.02  -0.05
H: 21.83 21.54 -13.15  0.03
H: 21.26 20.17 -12.85  0.02
O: 20.42 14.81 -5.61  -0.05
H: 19.95 14.16 -5.08  0.03
H: 21.09 15.16 -5.02  0.03
O: 23.87 22.25 -5.00  -0.05
H: 24.46 21.90 -4.33  0.03
H: 23.30 21.51 -5.22  0.02
O: 16.85 15.98 -7.93  -0.05
H: 17.59 15.84 -7.34  0.02
H: 17.14 15.63 -8.77  0.02
O: 26.19 17.90 -6.71  -0.05
H: 26.67 18.71 -6.56  0.03
H: 25.28 18.18 -6.82  0.02
O: 21.50 19.21 -3.08  -0.05
H: 20.83 19.38 -2.42  0.03
H: 22.23 18.82 -2.60  0.03
O: 18.34 15.41 -11.92  -0.05
H: 18.00 15.87 -12.69  0.03
H: 19.29 15.45 -12.01  0.02
O: 22.26 17.06 -12.88  -0.05
H: 23.13 16.84 -12.54  0.02
H: 22.21 16.59 -13.71  0.03
O: 22.21 18.48 -8.18  -0.05
H: 21.45 18.35 -7.60  0.03
H: 21.86 18.31 -9.05  0.03
O: 22.11 13.83 -9.65  -0.05
H: 21.92 13.64 -8.73  0.03
H: 22.88 14.38 -9.63  0.02
O: 25.57 15.98 -10.93  -0.05
H: 25.74 16.61 -10.23  0.03
H: 26.43 15.77 -11.28  0.03

two | H22O11 | ωB97M-V with the def2-TZVPD basis set

## Properties
- Total charge: 0
- SMILES: O.O.O.O.O.O.O.O.O.O.O
- Molar mass: 198.17 u
- HOMO energy: -10.795 eV
- Kohn-Sham gap: 0.3910 hartree

Each line ends with the Löwdin charge.
Element x y z (Å)
O: 2.18 12.43 -15.56  -0.04
H: 2.98 12.78 -15.17  0.07
H: 2.37 12.08 -16.41  0.07
O: 1.22 15.54 -14.49  -0.03
H: 0.41 15.19 -14.82  -0.04
H: 1.46 16.00 -15.28  0.02
O: -1.97 14.72 -19.04  0.00
H: -1.25 14.21 -19.26  -0.01
H: -2.40 14.24 -18.37  -0.05
O: 2.54 14.28 -17.44  -0.04
H: 2.05 15.07 -17.64  0.03
H: 2.58 14.21 -16.49  -0.01
O: -0.64 12.43 -16.03  -0.05
H: 0.32 12.40 -15.80  0.01
H: -0.73 13.38 -16.02  -0.02
O: -3.51 13.77 -16.97  0.00
H: -4.04 14.52 -17.13  0.04
H: -3.80 13.30 -16.23  0.05
O: -1.16 15.14 -15.61  -0.01
H: -1.07 15.85 -16.20  0.06
H: -1.98 15.32 -15.16  0.08
O: 1.66 9.80 -14.42  -0.06
H: 1.92 9.37 -13.57  0.06
H: 1.96 10.69 -14.38  -0.04
O: -1.34 12.86 -12.97  -0.02
H: -1.55 12.40 -12.16  0.05
H: -1.51 12.23 -13.63  -0.01
O: 1.48 12.94 -12.70  -0.04
H: 2.36 12.78 -12.93  -0.01
H: 0.95 13.23 -13.45  0.00
O: -2.62 11.27 -18.03  -0.06
H: -2.25 12.15 -17.89  -0.03
H: -1.89 10.66 -18.14  0.04

three | H22O11 | ωB97M-V with the def2-TZVPD basis set

## Properties
- Total charge: 0
- SMILES: O.O.O.O.O.O.O.O.O.O.O
- Molar mass: 198.17 u
- HOMO energy: -9.856 eV
- Kohn-Sham gap: 0.3397 hartree

Each line ends with the Löwdin charge.
Element x y z (Å)
O: -9.12 -1.28 -17.83  -0.03
H: -9.50 -1.55 -17.05  0.00
H: -9.56 -1.82 -18.52  0.01
O: -8.25 -6.26 -20.56  -0.03
H: -7.70 -6.26 -21.34  0.07
H: -8.43 -7.19 -20.35  0.09
O: -8.49 -3.69 -19.70  -0.03
H: -8.46 -4.61 -19.99  0.01
H: -7.63 -3.43 -19.48  -0.01
O: -6.26 -2.96 -21.77  -0.01
H: -6.13 -2.07 -22.13  0.08
H: -5.49 -3.45 -21.97  0.03
O: -7.27 0.27 -19.18  -0.05
H: -7.94 0.12 -18.51  0.00
H: -6.88 -0.58 -19.23  -0.04
O: -9.82 -4.40 -17.47  -0.08
H: -9.35 -4.13 -18.27  -0.04
H: -9.36 -3.92 -16.76  0.04
O: -8.77 -1.25 -21.06  -0.02
H: -8.44 -2.07 -20.75  -0.05
H: -8.39 -0.65 -20.45  -0.03
O: -11.12 -2.30 -19.28  -0.04
H: -11.32 -3.15 -19.64  0.04
H: -11.74 -2.22 -18.54  0.07
O: -6.01 -2.19 -19.13  -0.06
H: -5.77 -2.94 -18.57  0.02
H: -5.94 -2.48 -20.04  0.00
O: -6.07 -4.71 -18.00  -0.03
H: -5.13 -4.93 -17.77  0.09
H: -6.46 -5.54 -18.22  0.03
O: -10.36 -6.26 -22.84  -0.08
H: -10.31 -7.25 -22.92  0.06
H: -9.67 -6.18 -22.16  -0.02

Energies relative to the minimum, hartree: one 0.0221; two 0.0250; three 0.0000